# 1
21
Properties=species:S:1:pos:R:3:forces:R:3:lowdin_charge:R:1 method="wB97M-V/def2-TZVPD" e_lumo_ev=-1.969 e_homo_ev=-7.13 gap_ha=0.190 charge=0 e_tot_ev=-47498.4173
S 1.53289 2.10156 1.71193 0.29 0.62 -0.19 0.272
S -2.58776 0.16026 0.64147 -0.42 1.42 0.87 0.628
P 1.68035 0.81181 0.26722 -0.92 -0.36 0.72 0.264
Na 2.89635 3.61550 -1.18170 -0.17 0.08 0.53 0.773
O 2.46877 1.53502 -1.00669 0.35 -0.40 -0.45 -0.354
O 2.75141 -0.34156 0.63308 0.31 0.18 -0.35 -0.233
O -3.71730 1.05967 0.64477 -0.31 -0.07 -0.56 -0.381
O -2.20543 -0.31829 1.93965 0.43 -0.70 -0.12 -0.338
C -1.25732 0.94376 -0.17590 0.58 -0.06 -0.82 -0.301
C 0.00421 -1.51448 0.20942 -0.65 0.31 -0.05 -0.205
C -0.45437 -2.63071 -0.41422 0.43 0.32 0.56 -0.043
B 0.06692 -0.01404 -0.42778 -1.35 -0.37 0.23 -0.671
H -1.65997 1.23145 -1.14923 -0.23 0.03 0.03 0.076
H -1.45952 -2.69450 -0.82181 0.57 0.40 -1.60 0.040
H 0.18089 -3.51229 -0.46095 -0.81 -0.70 1.26 0.043
H 0.35840 -1.63983 1.23821 1.53 -0.42 -0.54 0.082
H -1.07988 1.87918 0.35543 -0.09 -0.08 0.36 0.056
H -2.91011 -0.84791 -0.20705 0.24 -0.21 0.13 0.074
H 2.64907 -0.57868 1.56122 0.10 -0.10 0.10 0.066
H 2.48570 0.89127 -1.72989 -0.08 -0.03 -0.11 0.077
H 0.25669 -0.13718 -1.62717 0.19 0.14 0.01 0.074

***

# 2
10
Properties=species:S:1:pos:R:3:forces:R:3:lowdin_spin:R:1 method="wB97M-V/def2-TZVPD" e_lumo_ev="-5.914 / -7.196" e_homo_ev="-13.35 / -14.08" gap_ha="0.273 / 0.253" s2=20.43 de_lowest_kj_mol=257.82 charge=+1 e_tot_ev=-27073.9063 multiplicity=9
Gd 0.21240 -2.51726 0.01147 -0.06 3.36 0.15 6.733
O 0.56643 -1.07400 1.53389 -0.34 -1.52 -1.11 0.069
O -0.17713 -0.63855 -1.10366 0.28 -1.83 1.39 0.226
C 0.56145 0.23613 1.04600 0.67 1.13 0.01 0.025
C -0.39191 0.39310 -0.15088 -0.55 0.03 -0.38 0.039
H 0.25118 0.96031 1.82509 -0.01 -0.50 -0.20 0.009
H -1.43774 0.37142 0.20533 0.26 -0.08 -0.09 0.000
H -0.23606 1.37238 -0.63527 0.17 -0.35 0.18 0.018
H -0.92760 0.35608 -3.45141 -0.04 0.05 -0.12 0.881
H 1.57898 0.54040 0.71945 -0.40 -0.30 0.17 0.001